Entry from OMol25: a 2-piece molecular cluster, C4H8O2 overall in a non-equilibrium geometry (ωB97M-V/def2-TZVPD).

```
! RIJCOSX wB97M-V def2-TZVPD def2/J DEFGRID3
* xyz 0 1
C 1.300 -0.408 -1.179
O 0.117 -0.905 -1.266
C -0.695 -1.216 -0.273
C -0.558 -0.531 1.052
C -1.304 0.704 0.603
O -0.801 1.655 0.033
H 1.785 -0.347 -0.216
H 1.873 1.789 -0.010
H 1.809 -0.205 -2.109
H -1.635 -1.615 -0.620
H 0.465 -0.325 1.381
H -1.082 -1.084 1.837
H -2.405 0.624 0.699
H 1.131 1.864 0.068
*
```

Summary:
DFT total energy	-8367.4696	eV
E_HOMO (alpha / beta)	-7.532 / -7.526	eV
ΔE to the lowest compared entry with this formula, charge and spin	560.8	kJ/mol
molecular weight	88.11	g/mol
LUMO level (alpha / beta)	0.022 / 0.005	hartree

=====

Entry from OMol25: C5H5NO in the gas phase in a non-equilibrium geometry (ωB97M-V/def2-TZVPD).

```
! RIJCOSX wB97M-V def2-TZVPD def2/J DEFGRID3
* xyz 0 1
C 1.998 -0.133 1.000
C 1.185 0.246 0.199
C -0.020 0.638 -0.535
O 0.107 0.603 -1.942
C -1.215 -0.303 -0.204
C -1.133 -0.890 1.130
N -0.985 -1.340 2.185
H 2.688 -0.460 1.743
H -0.259 1.650 -0.175
H 1.011 0.850 -2.176
H -2.147 0.260 -0.293
H -1.232 -1.120 -0.933
*
```

Summary:
DFT total energy	-8800.9304	eV
E_HOMO	-10.551	eV
ΔE to the lowest compared entry with this formula, charge and spin	240.1	kJ/mol
molecular weight	95.10	g/mol
LUMO level	0.023	hartree
SMILES string	C#C[C@@H](O)CC#N

=====

Entry from OMol25: C34H27MnN2O2PS2 as an isolated structure (ωB97M-V/def2-TZVPD).

```
! RIJCOSX wB97M-V def2-TZVPD def2/J DEFGRID3
* xyz -2 6
Mn 1.119 -0.342 -0.716
C -0.285 -2.036 5.076
C -0.416 -0.660 5.220
C -0.095 0.177 4.162
C 0.366 -0.344 2.953
C 0.495 -1.724 2.822
C 0.170 -2.565 3.876
P 0.873 0.708 1.535
C -0.433 2.012 1.614
C -1.789 1.685 1.640
C -2.752 2.680 1.587
C -2.373 4.016 1.514
C -1.026 4.349 1.487
C -0.061 3.353 1.532
C 2.428 1.416 1.805
C 2.823 2.134 2.970
C 4.051 2.764 3.015
C 4.925 2.727 1.934
C 4.569 2.013 0.740
C 5.423 1.987 -0.371
C 5.077 1.310 -1.522
C 3.866 0.614 -1.584
C 2.975 0.598 -0.511
C 3.320 1.326 0.660
H -0.549 -2.696 5.896
H -0.774 -0.237 6.152
H -0.214 1.249 4.275
H 0.820 -2.154 1.881
H 0.252 -3.636 3.739
H -2.091 0.644 1.683
H -3.801 2.408 1.587
H -3.128 4.793 1.466
H -0.723 5.389 1.427
H 0.996 3.595 1.507
H 2.155 2.186 3.823
H 4.336 3.305 3.914
H 5.884 3.234 1.973
H 6.371 2.516 -0.309
H 5.752 1.297 -2.372
H 3.621 0.039 -2.467
C -1.912 -5.599 -5.232
C -1.990 -4.664 -4.056
C -2.548 -5.078 -2.849
C -2.567 -4.232 -1.752
C -2.031 -2.957 -1.855
C -1.456 -2.533 -3.041
C -1.451 -3.386 -4.135
S -2.143 -1.895 -0.428
O -1.673 -2.678 0.687
O -3.537 -1.476 -0.382
N -1.151 -0.677 -0.667
C -1.480 0.444 -1.383
C -2.743 0.973 -1.722
C -2.784 2.210 -2.325
C -1.615 2.928 -2.591
C -0.419 2.328 -2.256
N -0.363 1.119 -1.706
H -2.639 -6.409 -5.144
H -0.919 -6.050 -5.306
H -2.103 -5.076 -6.171
H -2.962 -6.077 -2.762
H -2.985 -4.562 -0.810
H -0.961 -1.575 -3.098
H -0.972 -3.058 -5.051
H -3.637 0.425 -1.475
H -3.749 2.638 -2.573
H -1.637 3.915 -3.032
H 0.537 2.808 -2.435
S 1.735 -1.935 -2.065
*
```

Summary:
DFT total energy	-105051.7722	eV
E_HOMO (alpha / beta)	1.112 / -1.123	eV
ΔE to the lowest compared entry with this formula, charge and spin	0.0	kJ/mol
molecular weight	645.65	g/mol
LUMO level (alpha / beta)	0.161 / 0.161	hartree

=====

Entry from OMol25: a 8-piece molecular cluster, C14H24B2Br6N3O16 overall in a non-equilibrium geometry (ωB97M-V/def2-TZVPD).

```
! RIJCOSX wB97M-V def2-TZVPD def2/J DEFGRID3
* xyz 1 1
N 10.987 4.937 -2.713
H 11.376 4.941 -3.647
H 10.970 4.079 -2.131
H 10.053 5.380 -2.667
H 11.606 5.587 -2.139
N 18.583 7.534 -1.465
H 19.607 7.551 -1.606
H 18.066 8.380 -1.137
H 18.339 6.632 -1.006
H 18.226 7.566 -2.439
N 14.728 7.174 -6.375
H 14.115 6.376 -6.595
H 14.924 7.706 -7.238
H 15.622 6.860 -5.968
H 14.230 7.781 -5.653
O 16.252 12.353 -0.543
C 15.991 11.332 -1.045
O 14.874 10.950 -1.592
B 14.919 9.553 -1.971
O 16.331 9.122 -1.667
C 16.970 10.173 -1.155
O 18.063 10.185 -0.860
O 13.877 8.770 -1.280
C 13.061 8.233 -2.128
O 12.145 7.482 -1.908
C 13.458 8.761 -3.543
O 14.589 9.409 -3.413
O 12.879 8.528 -4.599
O 16.311 -0.673 -3.103
C 15.853 0.333 -3.472
O 15.308 1.286 -2.698
B 15.078 2.477 -3.497
O 15.280 2.092 -4.897
C 15.842 0.873 -4.922
O 16.228 0.334 -5.833
O 13.774 3.132 -3.234
C 13.957 4.255 -2.635
O 13.105 4.888 -2.126
C 15.475 4.570 -2.604
O 16.094 3.550 -3.146
O 15.935 5.607 -2.136
Br 20.618 11.895 2.853
C 19.287 12.376 1.562
C 17.929 12.658 2.163
Br 17.282 11.284 3.343
H 19.229 11.599 0.797
H 19.634 13.230 0.983
H 17.118 12.974 1.521
H 18.074 13.595 2.733
Br 18.082 13.462 -3.063
C 16.607 14.600 -2.538
C 16.236 15.648 -3.586
Br 16.103 15.051 -5.440
H 16.928 15.192 -1.680
H 15.780 13.971 -2.266
H 16.898 16.502 -3.628
H 15.234 16.014 -3.356
Br 12.876 8.460 2.336
C 12.834 6.770 1.428
C 11.381 6.339 1.439
Br 11.139 4.540 0.747
H 13.446 6.039 1.946
H 13.248 6.837 0.422
H 10.698 7.029 0.965
H 11.101 6.264 2.488
*
```

Summary:
DFT total energy	-473748.6869	eV
E_HOMO	-11.416	eV
molecular weight	991.40	g/mol
LUMO level	-0.147	hartree

=====

Entry from OMol25: C2H2N2O in the gas phase in a non-equilibrium geometry (ωB97M-V/def2-TZVPD).

```
! RIJCOSX wB97M-V def2-TZVPD def2/J DEFGRID3
* xyz 0 1
O 1.873 0.043 -0.160
C 0.725 0.072 0.135
C -0.384 1.007 0.149
N -1.239 -0.197 -0.149
N -0.228 -1.056 0.187
H -0.625 2.038 0.195
H -0.122 -1.907 -0.357
*
```

Summary:
DFT total energy	-7130.4085	eV
E_HOMO (alpha / beta)	-9.365 / -9.366	eV
ΔE to the lowest compared entry with this formula, charge and spin	331.4	kJ/mol
molecular weight	70.05	g/mol
LUMO level (alpha / beta)	-0.033 / -0.033	hartree
SMILES string	O=C1C=NN1

=====

Entry from OMol25: a 2-piece molecular cluster, C4H9NO overall in a non-equilibrium geometry (ωB97M-V/def2-TZVPD).

```
! RIJCOSX wB97M-V def2-TZVPD def2/J DEFGRID3
* xyz 0 1
C 0.000 0.000 0.000
C -0.299 1.204 0.927
C -0.805 2.407 0.241
C -2.246 2.785 0.364
N -3.358 3.012 0.463
H -0.855 -0.628 -0.302
H 0.733 -0.634 0.526
H 0.475 0.408 -0.908
H -0.973 0.783 1.698
H 0.664 1.444 1.418
H -0.128 3.239 0.518
H -0.766 2.293 -0.859
O 1.782 -3.726 -0.281
H 2.056 -3.524 -1.205
H 2.407 -3.212 0.280
*
```

Summary:
DFT total energy	-7830.7653	eV
E_HOMO	-11.523	eV
ΔE to the lowest compared entry with this formula, charge and spin	150.0	kJ/mol
molecular weight	87.12	g/mol
LUMO level	0.023	hartree
SMILES string	CCCC#N.O

=====

Q: Look up the DFT total energy of the sixth one.
A: -7830.7653 eV

=====

Q: Which value of molecular weight does entry 1 give?
A: 88.11 g/mol

=====

What did the third record say?
Entry from OMol25: C34H27MnN2O2PS2 as an isolated structure (ωB97M-V/def2-TZVPD).

```
! RIJCOSX wB97M-V def2-TZVPD def2/J DEFGRID3
* xyz -2 6
Mn 1.119 -0.342 -0.716
C -0.285 -2.036 5.076
C -0.416 -0.660 5.220
C -0.095 0.177 4.162
C 0.366 -0.344 2.953
C 0.495 -1.724 2.822
C 0.170 -2.565 3.876
P 0.873 0.708 1.535
C -0.433 2.012 1.614
C -1.789 1.685 1.640
C -2.752 2.680 1.587
C -2.373 4.016 1.514
C -1.026 4.349 1.487
C -0.061 3.353 1.532
C 2.428 1.416 1.805
C 2.823 2.134 2.970
C 4.051 2.764 3.015
C 4.925 2.727 1.934
C 4.569 2.013 0.740
C 5.423 1.987 -0.371
C 5.077 1.310 -1.522
C 3.866 0.614 -1.584
C 2.975 0.598 -0.511
C 3.320 1.326 0.660
H -0.549 -2.696 5.896
H -0.774 -0.237 6.152
H -0.214 1.249 4.275
H 0.820 -2.154 1.881
H 0.252 -3.636 3.739
H -2.091 0.644 1.683
H -3.801 2.408 1.587
H -3.128 4.793 1.466
H -0.723 5.389 1.427
H 0.996 3.595 1.507
H 2.155 2.186 3.823
H 4.336 3.305 3.914
H 5.884 3.234 1.973
H 6.371 2.516 -0.309
H 5.752 1.297 -2.372
H 3.621 0.039 -2.467
C -1.912 -5.599 -5.232
C -1.990 -4.664 -4.056
C -2.548 -5.078 -2.849
C -2.567 -4.232 -1.752
C -2.031 -2.957 -1.855
C -1.456 -2.533 -3.041
C -1.451 -3.386 -4.135
S -2.143 -1.895 -0.428
O -1.673 -2.678 0.687
O -3.537 -1.476 -0.382
N -1.151 -0.677 -0.667
C -1.480 0.444 -1.383
C -2.743 0.973 -1.722
C -2.784 2.210 -2.325
C -1.615 2.928 -2.591
C -0.419 2.328 -2.256
N -0.363 1.119 -1.706
H -2.639 -6.409 -5.144
H -0.919 -6.050 -5.306
H -2.103 -5.076 -6.171
H -2.962 -6.077 -2.762
H -2.985 -4.562 -0.810
H -0.961 -1.575 -3.098
H -0.972 -3.058 -5.051
H -3.637 0.425 -1.475
H -3.749 2.638 -2.573
H -1.637 3.915 -3.032
H 0.537 2.808 -2.435
S 1.735 -1.935 -2.065
*
```

Summary:
DFT total energy	-105051.7722	eV
E_HOMO (alpha / beta)	1.112 / -1.123	eV
ΔE to the lowest compared entry with this formula, charge and spin	0.0	kJ/mol
molecular weight	645.65	g/mol
LUMO level (alpha / beta)	0.161 / 0.161	hartree